[1]
The following is a quantum chemistry calculation of a molecular structure, C62H55IN5O5P3S2V at a distorted geometry, from the Open Molecules 2025 dataset.

Each line ends with the Mulliken spin population.
Positions of all 134 atoms, in Å:
H 3.4984 -1.8825 -1.4205  -0.004
C -3.1319 -2.2084 0.8521  -0.015
C -0.5206 -0.0393 -3.9859  -0.005
P -2.8482 -0.9219 -0.4167  -0.077
C -0.9587 0.7090 3.7649  0.000
O -1.0078 10.0544 1.0606  0.000
H -4.6081 -1.3365 -5.0060  0.000
H -3.9876 -4.7477 3.6612  0.000
H 2.6432 -6.0027 -1.0350  0.000
H 6.1312 0.5317 1.6574  0.000
H -0.7531 0.3842 -1.9337  -0.011
C 1.0655 8.6840 0.5033  0.000
C 2.9873 1.1071 0.5358  -0.027
O 0.1301 0.7413 1.6290  -0.067
C -6.7664 0.3423 -0.4316  -0.003
H 4.6429 -0.3863 -5.2655  0.000
C -3.6910 -3.1677 -4.3637  -0.011
O -2.0163 0.7775 1.6137  -0.059
H -7.4888 2.3588 -0.6047  0.000
C -3.1373 -1.8173 -1.9862  -0.029
H 3.0739 8.9781 -2.0110  0.000
C -0.9485 0.7592 2.3137  0.009
C 0.0379 3.1600 -1.5042  0.031
N 1.9261 9.2635 -0.3348  0.001
H 0.7434 -1.4673 2.1334  0.002
H 1.9673 2.9956 0.6577  -0.004
C 0.2358 0.8272 4.4792  0.002
C 0.5252 4.4394 -1.6565  -0.002
H -2.2166 -3.6625 -1.3654  -0.002
C 2.6317 1.0175 -2.9329  -0.008
H -2.1911 -3.0682 4.0021  0.000
H 6.2706 -5.8799 1.8810  0.000
H 0.7826 -3.5103 -2.8997  -0.001
H -0.7660 3.1268 1.6682  -0.001
H 1.6534 -3.7139 1.8399  0.000
C -2.7374 -3.1054 3.0670  -0.005
H 6.4240 -4.1223 2.0795  0.000
C 1.0773 6.6807 -0.5808  0.001
C -0.9832 0.5078 6.5179  0.007
C 4.1709 0.4176 0.8103  -0.009
H -2.8795 2.8764 -1.0006  0.003
C 4.1480 -1.2590 -3.3657  -0.001
C 5.8705 -4.9148 1.5783  0.000
H -0.9262 0.9173 -4.2943  0.000
C -0.1298 -0.9710 -4.9372  -0.003
C -3.7990 -1.1685 -3.0302  -0.009
H 2.0746 1.9292 -2.7498  -0.001
C 1.7308 -5.5881 -0.6264  -0.001
H 0.8584 4.7715 -2.6325  -0.001
C 0.1041 -1.5916 -2.2119  -0.039
H 3.3226 1.6633 -4.8594  0.000
H 2.3462 -0.7567 2.0862  -0.002
C 0.4455 -2.5249 -3.1837  -0.004
C 1.4844 -4.2312 -0.7284  0.002
C -3.0060 -3.8108 -3.3415  0.003
H 4.4474 -2.5125 2.1149  0.000
O 1.0148 10.7518 2.2196  0.000
H 5.9323 2.9298 2.2433  0.000
C 3.7213 -3.1805 1.6447  -0.001
C 0.2221 0.7341 5.8574  -0.003
C 5.1052 2.4186 1.7667  0.000
H -2.6963 -4.8430 -3.4582  0.000
H -0.0398 2.5048 -2.3629  -0.008
H 2.3123 -2.8811 3.2292  0.000
C -2.1794 0.3910 5.8116  -0.003
H 2.3616 6.5919 -2.3239  0.000
H -3.9243 -3.6978 -5.2792  0.000
S 4.1386 -4.8861 2.0924  0.000
C 3.4324 -1.1184 -2.1859  -0.013
H -7.7549 -0.0986 -0.4195  0.000
H 4.2683 -0.6251 0.5296  0.000
H -1.5226 -4.1246 0.8509  -0.006
H 1.1371 0.8409 6.4250  0.000
N -0.3849 2.6704 -0.3269  -0.038
C -5.3498 2.2760 -0.5662  -0.003
H 1.1623 1.0023 3.9435  0.000
H 4.7548 -2.1417 -3.5258  0.000
C 5.2185 1.0713 1.4359  -0.002
C -6.6165 1.7203 -0.5435  0.001
V -0.8929 0.5903 -0.1278  1.614
O -0.1277 8.7176 2.8655  0.000
P 0.0745 -1.8926 -0.3901  -0.026
C -2.4307 -2.2042 2.0586  -0.011
C -0.6169 -4.5276 0.4203  0.003
C -0.4067 -0.3647 -2.6538  0.007
C -3.7370 -4.0473 2.8745  0.001
C 1.9651 7.1890 -1.5109  0.001
H -4.6071 -3.2825 -0.3023  0.000
H -1.6298 -1.5053 2.2184  0.034
P 1.7021 0.2622 -0.4242  -0.098
H -2.7233 2.2563 0.4976  0.006
N -2.9001 2.0125 -0.4707  -0.029
C -4.3983 -4.1044 1.6542  -0.001
C -0.3543 -5.8872 0.5327  0.001
C 1.7339 -1.5559 1.6817  -0.010
C 3.3455 0.8775 -4.1139  0.001
H -3.0845 0.4041 3.8657  0.000
C 4.0933 -0.2705 -4.3399  -0.004
C 0.0548 4.8038 0.6555  -0.004
C 2.8756 2.4517 0.8683  -0.002
H 0.0230 5.4609 1.5154  -0.001
C -5.6509 -0.4711 -0.3404  -0.003
N 1.6560 -1.3689 0.1839  -0.017
H -0.2126 -0.7333 -5.9903  0.000
C -0.3926 3.5074 0.7289  0.044
H -5.2298 3.3528 -0.6282  0.000
C 0.5646 5.2887 -0.5522  0.000
C -4.1016 -3.1952 0.6496  -0.004
C 0.3443 -2.2096 -4.5326  0.001
H 3.7902 -3.0915 0.5557  0.001
C -2.1666 0.4935 4.4334  0.003
C 0.8122 -6.4191 0.0069  0.000
C 3.9364 3.1070 1.4821  0.000
C 2.6499 0.0098 -1.9691  -0.023
C 2.3656 8.5100 -1.3370  0.000
C -4.2335 1.4525 -0.4914  0.028
H 2.2147 -3.5794 -1.1880  -0.001
S 0.1848 9.6513 1.8021  0.000
H 5.9488 -4.8098 0.4968  0.000
N 0.6182 7.4304 0.4209  0.000
H -5.7871 -1.5389 -0.2499  -0.001
H -5.1517 -4.8627 1.4779  0.000
C 0.2987 -3.6937 -0.2176  -0.045
C -4.3713 0.0831 -0.3738  -0.053
I -1.0044 0.3377 8.5923  0.002
C -2.7256 -3.1383 -2.1617  -0.004
H -3.1098 0.2235 6.3374  0.000
H 1.0166 -7.4784 0.1020  0.000
H 0.6292 -2.9448 -5.2756  0.000
H -1.0660 -6.5287 1.0388  0.000
C 2.3086 -2.8965 2.1360  -0.001
C -4.0769 -1.8428 -4.2093  0.005
H 3.8469 4.1559 1.7388  0.000
H -4.1292 -0.1432 -2.9106  0.000

Forces on atoms 1 to 2 (eV/Å):
H -0.05 0.00 -0.06
C 0.36 0.10 0.19

Properties
E_LUMO (spin up / spin down)   -8.13 / -6.97 eV
Kohn-Sham gap (spin up / spin down)   0.06310 / 0.10560 Eh
Charge   +2
2S+1   2

=====

[2]
The following is a quantum chemistry calculation of a molecular structure, C62H55N3O3PtSbSi, from the Open Molecules 2025 dataset.

Each line ends with the Löwdin charge.
Positions of all 126 atoms, in Å:
N -2.4393 0.1359 -0.2490  0.100
H 0.0193 -6.1625 -0.3601  0.052
H -1.9498 -3.0341 7.6886  0.104
H 0.7773 -5.2805 -4.7875  0.119
H 2.2962 -5.3763 5.0613  0.113
C 1.2026 -3.9323 1.6551  -0.285
H -5.0124 -3.2933 0.7840  0.105
C -0.8822 1.7277 5.8457  -0.106
C 0.3883 -4.4454 -2.8581  -0.284
H 4.0996 -3.2587 -3.0140  0.106
C 5.0926 -3.4385 1.5101  -0.081
C -1.3000 2.2131 0.1589  -0.153
C -5.0191 -2.6080 -3.3633  -0.063
C 2.1342 -4.9763 1.6827  -0.296
C -2.3548 -4.1128 5.8803  -0.083
H 3.1137 -4.5394 -4.9003  0.110
C 1.0588 3.5134 0.5819  0.056
C 3.7270 -2.3050 3.1315  -0.060
O -0.3118 -0.3157 2.3402  -0.469
H -2.7673 -2.3207 0.3883  0.048
H -0.6500 3.0808 7.4950  0.103
C 0.7369 -3.3698 2.8433  -0.152
O 3.3550 1.8313 0.2466  0.052
H 2.1610 -5.5482 -0.4183  0.051
H -6.2303 2.5309 2.5789  0.105
C -1.3217 3.5870 0.3391  0.046
H -4.8233 1.2227 -1.8354  0.139
H 3.6964 -5.0060 0.2241  0.063
H -1.0586 -6.0237 -2.7107  0.094
H -4.0522 -1.0691 3.3419  0.095
C 2.1515 1.2744 0.2093  -0.318
C -0.7099 -6.5123 0.3699  -0.036
H 1.8189 3.0539 7.3973  0.102
Si -1.2068 -0.1395 3.6596  0.441
N -0.1717 1.5136 0.1872  0.032
C 2.2831 -3.3055 -1.8743  -0.166
C 4.6513 -2.5612 0.5301  -0.054
Pt -0.1557 -0.6066 0.1752  0.902
C -5.2929 2.0257 2.7729  -0.096
C -2.7655 -1.9684 -3.8844  -0.080
H 1.6392 0.3492 4.0880  0.073
H 0.0693 -2.5149 2.8099  0.037
H 5.7956 -4.2209 1.2569  0.116
C -4.2728 -5.3076 0.8017  -0.058
C 1.1380 0.9507 4.8358  -0.091
H 3.0827 -6.6009 0.6546  0.092
H -0.1073 5.3089 0.7410  0.127
H 4.8400 1.0238 -0.9393  0.136
C 3.2784 -1.4348 2.1507  -0.023
C -3.9188 -2.6653 -4.2085  -0.081
H -4.2072 -0.8664 0.2206  0.130
C -0.1238 4.2405 0.5779  0.009
H -1.9041 -2.0040 -4.5388  0.109
C 3.0679 -3.5845 -2.9769  -0.072
H 3.3580 -2.2083 4.1440  0.115
O -3.6262 2.0433 -0.3746  0.046
H -3.9653 -3.2530 -5.1154  0.108
C -1.7706 -4.1966 0.3380  -0.321
H 4.9791 -3.9871 3.5790  0.116
C -4.1228 2.7582 2.9155  -0.087
H -5.2432 -5.7520 0.9786  0.111
C 2.5104 -5.4658 2.9329  -0.063
C 0.9550 -3.7310 -1.8011  -0.319
C -2.7083 -1.2160 -2.7189  -0.037
C 2.5172 -4.3043 -4.0290  -0.062
Sb 0.0589 -3.1633 0.0395  1.550
C -5.2582 0.6461 2.9137  -0.091
C 1.9964 -4.9498 4.1129  -0.063
C -3.7944 -0.3081 -0.6232  -0.237
H -1.8046 -0.6711 -2.4733  0.089
H 2.7210 -2.7916 -1.0258  0.048
C -1.6216 -1.8203 5.9534  -0.078
C -4.1456 -3.9348 0.6848  -0.071
C 4.2976 0.7611 -0.0330  -0.019
C 0.9853 2.1496 0.3662  -0.148
C 3.7495 -1.5531 0.8499  -0.216
H -2.0615 -2.8411 2.7703  0.074
C 2.7910 -5.5685 0.4661  -0.035
H -2.6231 -5.0272 6.3932  0.103
C 4.6346 -3.3057 2.8130  -0.071
H 2.5468 -0.6735 2.3923  0.097
H -1.0268 -7.5110 0.0727  0.090
H 5.0202 -2.6546 -0.4858  0.118
H -2.6783 -4.9180 3.9129  0.103
H -5.8227 -1.8222 -1.5413  0.121
C -0.1445 2.4821 6.7484  -0.082
C 1.8847 1.6995 5.7340  -0.087
H -5.4507 1.1015 -0.1647  0.127
C -2.4883 1.4039 -0.1430  -0.326
C 1.1146 -3.8826 4.0736  -0.064
H -1.3134 -0.9643 6.5416  0.097
C -2.8920 -3.3906 0.4523  -0.162
H -4.1530 3.8386 2.8392  0.105
C -2.3865 -4.0523 4.4946  -0.073
H -6.1734 0.0718 2.8349  0.104
H -1.6694 -4.4638 -2.1549  0.053
C -4.9624 -1.8574 -2.2004  -0.038
C -2.9248 2.1079 3.1776  -0.115
H -2.2663 4.1081 0.2998  0.134
C -0.2570 0.9453 4.8731  -0.231
H -0.2023 -6.5895 1.3332  0.093
C -1.6400 -1.7365 4.5585  -0.229
C -1.9749 -2.9930 6.6075  -0.081
C -2.0346 -2.8740 3.8530  -0.138
H -1.4656 -4.7727 -3.8730  0.079
H 3.5093 -0.9231 -1.1839  0.136
H 3.2193 -6.2844 2.9734  0.120
C -1.0299 -4.9465 -2.8896  -0.044
C -3.8075 -1.1554 -1.8718  -0.206
C -3.1516 -6.1178 0.6949  -0.035
C 3.4126 -0.5071 -0.1801  -0.227
H 4.9821 0.6939 0.8096  0.139
H -3.2572 -7.1919 0.7857  0.117
C -1.8864 -5.5865 0.4654  -0.290
H 0.7108 -3.4515 4.9811  0.113
H -5.9212 -3.1511 -3.6096  0.109
C -4.0573 0.0056 3.1973  -0.084
N 2.0458 0.0274 -0.0323  0.071
H 2.9666 1.6848 5.6883  0.100
C 1.2015 -4.7227 -3.9611  -0.038
C -4.5689 1.0232 -0.7955  -0.024
H -1.9653 1.7557 5.8985  0.105
H 2.0213 3.9802 0.7290  0.134
H -2.0215 2.6940 3.3175  0.103
C -2.8625 0.7191 3.3237  -0.209
C 1.2417 2.4683 6.6937  -0.090

Forces on atoms 1 to 2 (eV/Å):
N 0.09 -0.01 -0.13
H 0.07 0.01 -0.06

Properties
E_LUMO (spin up / spin down)   -3.19 / -3.52 eV
Kohn-Sham gap (spin up / spin down)   0.26460 / 0.25543 Eh
Charge   +1

=====

[3]
The following is a quantum chemistry calculation of a molecular structure, C62H58N3O5P2S4Ti, from the Open Molecules 2025 dataset.

Each line ends with the Löwdin charge.
Positions of all 135 atoms, in Å:
H -4.4875 3.2542 -3.9314  0.110
C -4.1038 -1.3935 -2.2771  -0.051
C -0.5867 3.7681 -0.2030  -0.552
C 1.1847 -3.0124 0.8601  -0.315
C -2.7109 -1.4159 -2.2974  -0.362
C -0.3793 -4.3812 -0.4218  -0.083
H -4.3586 -0.2887 6.2146  0.119
S -0.2929 -1.8462 -1.2442  1.048
C 2.4254 2.9771 -2.2163  -0.196
H -2.0445 4.6447 1.0969  0.097
C -4.4831 0.8371 -6.3012  -0.070
H -4.0433 2.5602 2.1897  0.113
H 3.8917 1.6544 -3.0667  0.144
H -0.9652 -5.2370 -7.1367  0.108
N -1.6146 3.9486 3.7322  -0.127
C 1.9799 -1.2401 2.9855  -0.356
Ti 0.8674 1.1575 -0.0374  0.743
H 5.5266 -4.4077 -1.0382  0.108
H -4.9340 0.2598 2.0119  0.107
O -2.9953 4.3607 5.8314  -0.284
C -0.1647 1.3748 2.8505  -0.532
C 3.8629 -2.3529 1.0970  -0.352
C 6.4521 0.6852 0.4368  -0.074
C -0.5628 -3.1606 -6.7699  -0.075
C -4.2228 2.3379 -4.4432  -0.068
C 2.7591 -0.2388 3.5712  -0.130
H -6.3168 -1.5561 4.4393  0.090
C 6.1188 -2.7597 1.8528  -0.070
P 2.2312 -1.5114 1.2029  1.149
H 0.3589 1.8764 -3.5036  0.073
C -4.1225 -2.2293 -0.0125  -0.047
O 0.0503 -0.5299 -0.5622  -0.654
H 4.7111 -1.5458 2.9017  0.093
H 6.8937 -2.5998 2.5916  0.111
C -4.7127 -0.1690 4.1035  -0.260
H 3.3408 -3.3630 -0.7389  0.101
C -0.5215 6.0566 0.5390  -0.066
H -0.4803 -6.4583 0.0631  0.117
H -2.7606 -3.5883 -3.6280  0.098
H -0.8885 2.7255 -2.6129  0.023
H 0.0427 -3.0371 -7.6583  0.108
H -0.9627 6.8689 1.1025  0.114
O 0.4076 1.0216 1.6752  -0.339
H -5.8811 -1.7975 -1.1598  0.118
C -4.1114 1.9278 3.0652  -0.047
H 0.3013 3.6595 -3.5517  0.113
H 1.1402 7.2252 -0.1543  0.110
C 5.3778 1.4375 0.8760  -0.106
C 2.4805 -0.6934 -2.3209  -0.092
C -0.5158 3.2939 4.4402  -0.194
C -2.0613 -1.8760 -1.1523  -0.383
C -5.3110 -1.5458 4.0153  -0.040
C -3.7080 2.4093 4.3019  -0.292
H 5.4752 2.0747 1.7464  0.107
S -1.3174 2.1567 -0.2295  0.765
O -0.9964 0.6830 3.3577  0.150
H -0.9280 2.5423 5.1131  0.121
H 2.1108 5.3981 -1.4838  0.115
C 6.3099 -0.1446 -0.6651  -0.072
C 5.0964 -0.1998 -1.3311  -0.031
H -0.3101 -1.1287 -6.1506  0.106
C -1.5586 -2.2210 -4.7784  -0.394
H 7.3957 0.7367 0.9641  0.112
C 2.6169 0.0680 4.9150  -0.074
C -4.2862 0.3317 5.3292  -0.027
H -3.3100 -0.9540 -6.2437  0.102
H 2.2727 -4.1150 2.3369  0.123
C -4.7988 -1.8110 -1.1532  -0.032
O -3.8316 4.9202 3.5478  -0.293
C 1.5094 -4.1773 1.5711  -0.088
C 4.1475 1.3792 0.2195  -0.570
H 3.2398 0.8348 5.3590  0.113
C -1.1374 4.8145 0.5309  -0.098
H -5.5464 2.6875 -6.0966  0.108
H 0.0993 -2.0539 5.6845  0.111
C 1.6663 -0.5911 5.6837  -0.067
C -2.7396 -2.2546 0.0003  -0.039
H -2.1998 -2.5638 0.8851  0.126
P -1.7057 -0.7584 -3.7015  1.089
S -3.1028 4.0557 4.4336  0.636
C 0.9164 -5.3965 1.3122  -0.037
C -4.6109 0.6407 2.9742  -0.029
C -3.2840 1.4855 -3.8863  -0.112
C 0.1453 2.7748 -2.9300  -0.051
H 2.2391 1.3032 -3.5356  0.111
C 2.8628 1.6206 -2.7014  -0.141
S 2.7973 2.2899 0.8755  0.777
N 2.7495 0.5819 -1.6332  -0.174
C 4.8782 -2.1571 2.0257  -0.074
H 2.5165 -1.5132 -1.6067  0.051
C -4.8197 2.0174 -5.6566  -0.074
H 2.4823 3.6932 -3.0430  0.136
C 4.1202 -3.1665 -0.0102  -0.116
N 1.0361 2.8626 -1.7332  -0.234
C 6.3621 -3.5650 0.7534  -0.079
C -3.7890 1.6190 5.4375  -0.045
H 1.4967 -0.6367 -2.7843  0.056
C 1.2025 5.2286 -0.9224  -0.014
H 0.6201 3.3434 2.6029  0.104
H 1.3678 2.3882 3.8590  0.118
H -3.4823 2.0220 6.3932  0.116
C -0.7651 -2.0864 -5.9199  -0.114
H -1.3901 4.8595 3.3477  0.102
H 1.5464 -0.3431 6.7302  0.109
C 0.8614 -1.5558 5.0998  -0.065
H -4.7167 -2.2738 4.5690  0.083
H -2.8281 1.7383 -2.9333  0.072
C 0.5802 3.9912 -0.9351  -0.318
H -4.6719 -2.5404 0.8644  0.100
H 3.4665 0.3189 2.9674  0.083
C -1.1295 -4.3950 -6.4775  -0.075
C -1.9073 -4.5432 -5.3404  -0.073
C 5.3539 -3.7701 -0.1805  -0.073
C -0.0252 -5.5051 0.2955  -0.045
C -3.5544 -0.0291 -5.7367  -0.081
C -2.1260 -3.4606 -4.4967  -0.084
H 5.0060 -0.8495 -2.1903  0.111
C 0.6531 6.2596 -0.1723  -0.059
H 1.2024 -6.2667 1.8875  0.118
H -5.3889 -1.8726 2.9794  0.051
H 7.3261 -4.0402 0.6274  0.108
H -4.9474 0.5816 -7.2447  0.109
C 4.0155 0.5587 -0.8964  -0.295
C -2.9473 0.2910 -4.5269  -0.391
H 0.0385 4.0072 5.0532  0.128
H 3.2050 -0.8926 -3.1145  0.101
H 7.1369 -0.7518 -1.0068  0.111
H 0.3654 -2.6248 3.3232  0.101
C 0.4024 2.6501 3.4181  -0.086
H -1.1168 -4.4593 -1.2112  0.115
C 0.1973 -3.1457 -0.1181  -0.357
H -2.3562 -5.5011 -5.1113  0.107
C 1.0190 -1.8824 3.7601  -0.078
H 3.0599 3.3322 -1.4101  0.082
H -4.6432 -1.0317 -3.1428  0.117

Forces on atoms 1 to 2 (eV/Å):
H 0.00 0.00 -0.01
C 0.07 0.06 -0.01

Properties
E_LUMO   -2.96 eV
Relative energy (zero: lowest compared OMol25 entry of this formula, charge and spin)   23.0 kJ/mol
Kohn-Sham gap   0.25756 Eh
Charge   +1

=====

Number 1: total energy -6107.1815 Eh. Number 2: total energy -3434.5182 Eh. Number 3: total energy -6062.7333 Eh.